Computed, not measured: the molecule C4H7NO, with ωB97M-V/def2-TZVPD.

Values from the calculation:
**Structure (SMILES)**: C[C@H]1NCC1=O
**E_HOMO**: -0.3558 Eh
**F_max**: 0.62 eV/Å
**Energy above the lowest of the compared OMol25 structures with the same formula, charge and spin**: 1.859 eV
**E**: -7797.7855 eV

Each line ends with the Mulliken charge.
Atoms and positions in Å:
C1 0.252 0.349 -1.742  -1.24
C2 0.117 0.406 -0.235  0.37
N1 -1.140 0.110 0.514  -0.57
C3 -0.367 -0.510 1.619  -0.35
C4 0.664 -0.789 0.539  0.34
O1 1.363 -1.715 0.243  -0.55
H1 -0.355 1.094 -2.264  0.34
H2 0.028 -0.647 -2.132  0.30
H3 1.305 0.563 -1.968  0.30
H4 0.572 1.335 0.146  0.25
H5 -1.670 0.929 0.794  0.25
H6 -0.813 -1.350 2.156  0.30
H7 0.044 0.224 2.331  0.25

Computed, not measured: a structure of composition C23H22MgN7, with ωB97M-V/def2-TZVPD.

Values from the calculation:
**E_HOMO**: -0.3504 Eh
**Total charge**: +1
**F_max**: 0.35 eV/Å
**Energy above the lowest of the compared OMol25 structures with the same formula, charge and spin**: 0.114 eV
**E**: -40081.0417 eV

Each line ends with the Mulliken charge.
Atoms and positions in Å:
Mg1 -1.380 0.316 -0.435  0.49
C1 -2.343 4.503 -1.482  -0.70
C2 -2.488 3.179 -1.053  -0.08
N1 -1.552 2.262 -1.190  -0.26
C3 -0.354 2.604 -1.783  0.89
C4 -0.134 3.915 -2.242  0.83
C5 -1.165 4.861 -2.070  -0.55
C6 1.090 4.243 -2.877  -0.89
C7 2.029 3.273 -3.033  -1.05
C8 1.821 1.955 -2.565  -0.62
C9 0.653 1.573 -1.942  0.60
N2 0.307 0.330 -1.449  -0.55
C10 0.591 -0.870 -2.074  0.05
C11 1.774 -1.279 -2.648  -0.65
C12 1.915 -2.543 -3.265  -0.93
C13 0.890 -3.434 -3.313  -0.90
C14 -0.353 -3.079 -2.729  0.91
C15 -1.470 -3.939 -2.764  -0.58
C16 -2.659 -3.550 -2.218  -0.70
C17 -2.726 -2.287 -1.616  -0.11
N3 -1.710 -1.454 -1.555  -0.05
C18 -0.505 -1.822 -2.115  0.98
H1 -3.153 5.204 -1.345  0.41
H2 -3.410 2.865 -0.576  0.40
H3 -1.007 5.876 -2.415  0.43
H4 1.254 5.254 -3.226  0.39
H5 2.970 3.508 -3.514  0.40
H6 2.621 1.246 -2.688  0.19
H7 2.640 -0.641 -2.604  0.52
H8 2.872 -2.802 -3.699  0.40
H9 1.001 -4.403 -3.781  0.40
H10 -1.371 -4.909 -3.236  0.43
H11 -3.534 -4.182 -2.242  0.41
H12 -3.656 -1.954 -1.167  0.42
C19 1.770 -1.988 4.327  -1.44
C20 1.228 -0.762 5.052  0.81
C21 1.931 0.514 4.607  -1.41
C22 -0.291 -0.655 4.936  -1.10
N4 -0.747 -0.535 3.536  0.56
C23 -1.034 -1.476 2.635  -0.14
N5 -1.310 -0.887 1.497  -0.16
N6 -1.178 0.436 1.747  0.18
N7 -0.847 0.661 2.958  -0.92
H13 2.830 -2.118 4.542  0.42
H14 1.682 -1.884 3.242  0.30
H15 1.260 -2.905 4.629  0.36
H16 1.394 -0.899 6.125  0.28
H17 1.771 0.708 3.545  0.28
H18 3.006 0.428 4.759  0.42
H19 1.580 1.384 5.162  0.37
H20 -0.681 0.226 5.442  0.36
H21 -0.791 -1.535 5.339  0.47
H22 -1.034 -2.534 2.832  0.45

Computed, not measured: a cluster of 4 separate species, C39H62BrN4O5S2 in total in a non-equilibrium geometry, with ωB97M-V/def2-TZVPD.

Values from the calculation:
**E_HOMO**: -0.3724 Eh
**Total charge**: +1
**F_max**: 8.25 eV/Å
**E**: -149324.8146 eV

Each line ends with the Mulliken charge.
Atoms and positions in Å:
C1 -0.345 5.520 -0.417  -0.88
C2 -0.214 4.348 -1.603  -0.13
Br1 1.669 4.639 -2.344  -0.11
C3 -0.216 2.852 -0.984  -0.93
C4 -1.525 1.930 -1.099  0.32
C5 -0.968 0.387 -1.430  -1.12
C6 -2.050 -0.802 -1.237  -0.31
C7 -1.193 -2.237 -1.174  -0.61
S1 -2.328 -3.704 -1.458  -0.07
C8 -1.793 -5.166 -0.406  -0.26
S2 -0.409 -6.064 -0.925  0.02
N1 -2.441 -5.629 0.882  0.24
C9 -2.082 -4.910 2.187  -0.11
C10 -2.973 -5.783 3.254  -0.28
N2 -3.737 -6.873 2.490  -0.49
C11 -3.431 -6.798 0.998  -0.04
C12 -2.140 1.831 0.458  -0.50
O1 -2.311 3.226 0.882  -0.38
C13 -3.315 3.950 0.109  -0.63
C14 -3.470 3.558 -1.464  0.31
C15 -5.073 3.562 -1.789  -0.81
C16 -5.955 2.331 -1.190  0.29
O2 -6.416 1.419 -2.092  -0.54
C17 -6.412 2.078 0.362  0.33
C18 -7.192 3.208 1.255  -0.17
C19 -7.569 2.889 2.818  -0.39
C20 -7.190 1.462 3.578  -0.36
C21 -6.430 0.317 2.628  -0.52
C22 -6.036 0.621 1.032  -0.39
N3 -2.688 2.353 -1.945  1.13
C23 -2.464 2.302 -3.456  0.46
C24 -1.074 2.393 -4.275  -0.49
C25 -1.077 2.300 -5.878  -0.30
N4 -2.177 2.094 -6.860  -0.42
C26 -3.428 1.963 -6.064  -0.29
C27 -3.708 2.057 -4.488  -0.65
H1 0.614 6.220 -0.379  0.38
H2 -1.252 6.264 -0.642  0.18
H3 -0.448 5.062 0.662  0.25
H4 -0.909 4.545 -2.521  0.39
H5 0.677 2.271 -1.527  0.53
H6 0.165 2.943 0.145  0.03
H7 -0.103 0.214 -0.626  0.33
H8 -0.440 0.351 -2.477  0.40
H9 -2.692 -0.789 -0.263  0.11
H10 -2.688 -0.880 -2.237  0.33
H11 -0.224 -2.221 -1.829  0.42
H12 -0.826 -2.316 -0.040  0.21
H13 -1.364 -3.991 2.341  0.28
H14 -3.012 -5.624 4.433  0.29
H15 -3.833 -7.485 0.110  0.30
H16 -1.394 1.205 1.135  0.29
H17 -3.189 1.322 0.357  0.20
H18 -3.035 5.110 0.161  0.17
H19 -4.331 3.879 0.732  0.37
H20 -3.033 4.482 -2.084  0.28
H21 -5.337 3.704 -2.945  0.33
H22 -5.501 4.554 -1.278  0.49
H23 -7.441 4.235 0.748  0.29
H24 -8.113 3.702 3.491  0.29
H25 -7.444 1.281 4.706  0.33
H26 -6.162 -0.706 3.168  0.29
H27 -5.473 -0.245 0.477  0.41
H28 -3.386 1.552 -1.814  0.87
H29 -0.062 2.525 -3.704  0.13
H30 -0.005 2.414 -6.397  0.30
H31 -4.392 1.751 -6.739  0.30
H32 -4.806 1.923 -4.077  0.29
C28 3.386 -5.962 -3.986  -0.95
C29 3.551 -7.149 -3.050  -0.36
O3 2.332 -7.842 -2.792  -0.37
C30 1.671 -8.405 -3.924  -0.30
C31 2.513 -9.429 -4.667  -1.10
H33 2.657 -5.252 -3.580  0.21
H34 4.343 -5.447 -4.121  0.38
H35 3.031 -6.267 -4.972  0.26
H36 3.914 -6.785 -2.084  0.34
H37 4.309 -7.843 -3.423  0.31
H38 1.330 -7.611 -4.595  0.32
H39 0.769 -8.898 -3.545  0.33
H40 3.427 -8.990 -5.073  0.27
H41 1.945 -9.856 -5.499  0.39
H42 2.811 -10.240 -3.993  0.30
C32 4.508 2.018 1.019  -1.28
C33 3.152 1.441 0.648  0.28
O4 3.006 0.065 0.993  -0.47
C34 3.134 -0.259 2.376  -0.29
C35 2.112 0.440 3.257  -0.96
H43 5.312 1.448 0.537  0.33
H44 4.578 3.063 0.700  0.44
H45 4.685 1.986 2.095  0.20
H46 3.028 1.507 -0.438  0.28
H47 2.340 2.028 1.086  -0.04
H48 4.154 -0.057 2.717  0.29
H49 2.989 -1.341 2.458  0.36
H50 2.213 1.527 3.219  0.25
H51 2.230 0.126 4.299  0.40
H52 1.095 0.195 2.931  0.19
C36 8.545 3.533 4.490  -1.24
C37 7.188 2.956 4.119  -0.17
O5 7.042 1.581 4.464  -0.41
C38 7.170 1.257 5.847  -0.33
C39 6.148 1.955 6.728  -0.97
H53 9.348 2.963 4.009  0.31
H54 8.614 4.579 4.172  0.40
H55 8.721 3.501 5.567  0.28
H56 7.064 3.022 3.034  0.27
H57 6.376 3.544 4.558  0.34
H58 8.190 1.458 6.189  0.32
H59 7.025 0.174 5.929  0.33
H60 6.249 3.042 6.691  0.26
H61 6.266 1.641 7.770  0.39
H62 5.131 1.710 6.402  0.22

Computed, not measured: a cluster of 3 separate species, C4H15NO2 in total in a non-equilibrium geometry, with ωB97M-V/def2-TZVPD.

Values from the calculation:
**Structure (SMILES)**: CC(C)CN.O.O
**E_HOMO**: -0.3384 Eh
**F_max**: 1.39 eV/Å
**Energy above the lowest of the compared OMol25 structures with the same formula, charge and spin**: 1.097 eV
**E**: -9975.9892 eV

Each line ends with the Mulliken charge.
Atoms and positions in Å:
C1 -1.983 -0.434 -1.360  -1.19
C2 -1.121 -1.174 -2.414  0.88
C3 -0.939 -0.296 -3.645  -1.66
C4 0.290 -1.517 -1.859  -1.03
N1 0.269 -2.550 -0.819  -0.56
H1 -2.083 0.577 -1.733  0.36
H2 -1.545 -0.531 -0.364  0.30
H3 -2.956 -0.898 -1.182  0.27
H4 -1.481 -2.168 -2.686  0.24
H5 -0.127 -0.626 -4.300  0.39
H6 -1.825 -0.272 -4.284  0.37
H7 -0.644 0.736 -3.432  0.40
H8 0.760 -0.588 -1.508  0.33
H9 0.975 -1.831 -2.648  0.39
H10 0.170 -3.464 -1.226  0.25
H11 -0.482 -2.305 -0.188  0.25
O1 2.209 1.659 3.563  -0.64
H12 1.750 0.925 3.147  0.31
H13 3.134 1.356 3.526  0.31
O2 0.650 3.530 4.989  -0.64
H14 1.468 3.309 5.457  0.30
H15 0.674 2.966 4.198  0.36

Computed, not measured: the molecule C14H18ClN3O3, with ωB97M-V/def2-TZVPD.

Values from the calculation:
**Structure (SMILES)**: CCOC(=O)N1CCN(C(=O)Nc2ccc(Cl)cc2)CC1
**E_HOMO**: -0.3053 Eh
**F_max**: 0.55 eV/Å
**Energy above the lowest of the compared OMol25 structures with the same formula, charge and spin**: 0.011 eV
**E**: -37947.0111 eV

Each line ends with the Mulliken charge.
Atoms and positions in Å:
C1 6.075 -0.036 1.739  -1.12
C2 5.627 0.253 0.313  -0.28
O1 4.232 0.546 0.250  -0.40
C3 3.408 -0.525 0.244  0.80
O2 3.785 -1.674 0.208  -0.65
N1 2.103 -0.165 0.298  0.11
C4 1.078 -1.176 0.183  -0.92
C5 0.301 -0.981 -1.128  -0.67
N2 -0.236 0.364 -1.187  0.01
C6 -1.474 0.753 -0.720  0.59
O3 -1.681 1.885 -0.334  -0.68
N3 -2.446 -0.218 -0.803  0.03
C7 -3.775 -0.138 -0.390  0.46
C8 -4.617 -1.205 -0.705  -0.50
C9 -5.938 -1.206 -0.305  -0.71
C10 -6.429 -0.133 0.421  0.35
Cl1 -8.084 -0.129 0.927  -0.22
C11 -5.607 0.934 0.742  -0.73
C12 -4.285 0.934 0.340  -0.26
C13 0.823 1.356 -1.104  -0.94
C14 1.612 1.192 0.200  -0.62
H1 5.584 -0.936 2.102  0.31
H2 5.819 0.796 2.391  0.29
H3 7.150 -0.188 1.759  0.38
H4 5.841 -0.606 -0.331  0.33
H5 6.117 1.146 -0.081  0.31
H6 1.563 -2.153 0.206  0.50
H7 0.390 -1.085 1.031  0.29
H8 -0.477 -1.740 -1.201  0.32
H9 0.984 -1.106 -1.975  0.31
H10 -2.229 -1.051 -1.329  0.21
H11 -4.233 -2.043 -1.270  0.32
H12 -6.583 -2.034 -0.553  0.39
H13 -5.998 1.766 1.306  0.40
H14 -3.644 1.765 0.581  0.47
H15 0.364 2.345 -1.141  0.49
H16 1.484 1.221 -1.964  0.32
H17 2.451 1.883 0.233  0.42
H18 0.945 1.388 1.046  0.27

Computed, not measured: a structure of composition C24H21IrN6O6S3, with ωB97M-V/def2-TZVPD.

Values from the calculation:
**<S²>**: 8.79
**Multiplicity**: 6
**E_HOMO (alpha / beta)**: -0.4165 / -0.4288 Eh
**Total charge**: +1
**F_max**: 0.43 eV/Å
**Energy above the lowest of the compared OMol25 structures with the same formula, charge and spin**: 0.021 eV
**E**: -81789.3581 eV

Each line ends with the Löwdin spin population.
Atoms and positions in Å:
Ir1 -0.026 0.427 -0.583  2.82
C1 2.614 2.911 4.661  0.00
C2 3.320 1.821 3.871  0.00
N1 3.145 1.961 2.426  -0.04
C3 2.049 1.561 1.772  0.07
S1 1.969 1.879 0.074  0.73
N2 1.072 0.990 2.449  0.22
N3 0.109 0.410 1.697  0.11
C4 -0.935 0.008 2.343  0.10
C5 -1.134 0.244 3.800  0.01
C6 -1.913 -0.764 1.548  0.01
C7 -3.031 -1.350 2.108  0.02
C8 -3.865 -2.115 1.302  0.00
C9 -3.552 -2.275 -0.031  0.02
C10 -2.413 -1.657 -0.530  0.02
N4 -1.619 -0.923 0.244  0.13
H1 2.836 2.803 5.723  0.00
H2 1.534 2.852 4.530  0.00
H3 2.946 3.899 4.343  0.00
H4 2.954 0.835 4.155  0.00
H5 4.393 1.839 4.057  0.00
H6 3.837 2.465 1.896  0.00
H7 -0.663 1.177 4.094  0.00
H8 -0.665 -0.558 4.376  0.00
H9 -2.189 0.278 4.052  0.00
H10 -3.248 -1.227 3.157  0.00
H11 -4.747 -2.580 1.722  0.00
H12 -4.171 -2.866 -0.692  0.00
H13 -2.128 -1.736 -1.568  0.00
O1 3.198 1.057 -2.368  0.03
S2 2.669 -0.200 -2.808  0.02
O2 3.410 -1.399 -2.592  0.01
N5 1.123 -0.388 -2.160  0.21
C11 0.159 -0.368 -3.143  0.03
O3 -1.024 -0.378 -2.798  0.11
C12 0.707 -0.226 -4.500  0.00
C13 0.015 -0.159 -5.696  0.00
C14 0.752 0.024 -6.856  0.00
C15 2.141 0.142 -6.811  0.00
C16 2.836 0.082 -5.609  0.00
C17 2.084 -0.101 -4.467  0.01
H14 -1.063 -0.234 -5.711  0.00
H15 0.246 0.084 -7.809  0.00
H16 2.691 0.290 -7.730  0.00
H17 3.911 0.183 -5.572  0.00
O4 1.159 3.977 -2.510  0.00
S3 -0.109 3.393 -2.827  0.02
O5 -0.313 2.803 -4.114  0.00
N6 -0.525 2.301 -1.649  0.14
C18 -1.505 2.721 -0.851  0.02
O6 -1.806 2.016 0.134  0.11
C19 -2.092 4.014 -1.276  0.00
C20 -3.144 4.717 -0.722  0.00
C21 -3.505 5.919 -1.319  0.00
C22 -2.825 6.394 -2.438  0.00
C23 -1.763 5.688 -2.993  0.00
C24 -1.421 4.498 -2.389  0.01
H18 -3.664 4.334 0.146  0.00
H19 -4.326 6.495 -0.914  0.00
H20 -3.126 7.332 -2.884  0.00
H21 -1.234 6.058 -3.861  0.00